Record 1
Computed, not measured: 4 unconnected molecules or ions with the total composition C9H27NO6 at a distorted geometry, with ωB97M-V with the def2-TZVPD basis set.

The geometry in XYZ format:
```
43
Properties=species:S:1:pos:R:3:forces:R:3:mulliken_charge:R:1
C 4.069 -4.262 0.613 1.0298 0.0831 -0.0046 -0.401
C 3.322 -3.062 0.143 -1.7407 -0.0494 -1.4231 -0.116
O 4.188 -2.010 -0.235 0.3861 0.6807 0.6096 -0.613
O 3.882 -5.376 -0.224 -0.3443 -0.6498 -0.5107 -0.539
H 3.836 -4.408 1.668 0.2645 -0.5350 -0.0102 0.307
H 5.111 -3.987 0.451 0.2629 -0.0303 0.6686 0.184
H 2.532 -2.826 0.856 0.2698 0.8855 0.3722 0.170
H 2.751 -3.327 -0.748 0.0064 -0.4104 -0.1156 0.332
H 3.893 -1.597 -1.050 -0.1374 -0.2326 -0.0974 0.324
H 3.476 -6.147 0.180 -0.0300 0.3119 0.3541 0.303
C 1.915 2.153 0.736 2.9113 0.2407 -0.2808 -0.626
C 2.366 0.684 0.712 -0.4319 0.7147 -1.0484 0.231
O 3.762 0.694 0.788 0.4483 0.1513 0.9356 -0.554
O 0.677 2.337 0.254 -3.9051 -0.0912 -0.5130 -0.393
H 2.502 2.755 0.042 1.3263 -0.4096 0.1375 0.293
H 2.064 2.631 1.704 0.0340 -0.4202 0.4407 0.343
H 2.139 0.198 -0.237 -0.6710 0.3755 -0.4234 -0.182
H 1.787 0.103 1.430 0.4116 -0.0960 0.7353 0.205
H 4.086 -0.159 0.491 0.1541 -0.3782 0.1725 0.412
H 0.299 3.113 0.673 -0.2896 -0.1569 -0.0594 0.271
C -0.612 -1.397 -1.601 0.0874 -0.0970 0.3309 -0.017
O -0.890 -1.650 -2.968 0.3632 0.1923 0.0724 -0.547
H -1.459 -0.853 -1.183 0.0139 -0.3290 0.5563 -0.011
H -0.371 -2.339 -1.108 -0.6975 -0.2025 0.0454 0.265
H 0.280 -0.815 -1.369 0.1974 0.5288 -0.6631 0.008
H -1.408 -0.895 -3.258 0.0158 -0.0165 -0.2967 0.319
C -4.776 2.848 -1.092 0.4857 -1.5963 0.7594 -1.501
C -3.386 2.614 -0.443 -0.5747 -0.8888 0.9113 0.581
C -3.360 1.464 0.618 0.4571 1.2300 0.9023 -0.852
O -2.147 1.425 1.524 -1.6728 2.5151 -3.2049 -0.261
C -2.026 0.270 2.207 0.7062 -1.3373 1.0262 -0.705
N -2.462 2.321 -1.504 0.3560 0.0923 0.2347 -0.588
H -5.561 2.572 -0.389 -0.2243 0.9998 0.2989 0.383
H -4.949 2.071 -1.837 0.3715 0.2325 -0.5319 0.400
H -4.805 3.848 -1.527 -0.4221 -0.1443 0.1638 0.377
H -3.188 3.499 0.161 0.4629 0.4471 -0.0850 0.191
H -3.536 0.512 0.118 0.0881 -0.2234 0.2895 0.360
H -4.129 1.777 1.324 -0.5459 -0.7007 -0.0590 0.429
H -1.274 0.436 2.978 0.1247 -0.0207 0.0793 0.236
H -1.642 -0.522 1.564 -0.2009 -0.5025 -0.0317 0.211
H -2.929 -0.033 2.736 -0.3379 -0.2121 -0.1021 0.344
H -1.556 2.232 -1.066 0.5730 0.0480 -0.3481 0.171
H -2.470 3.112 -2.131 0.4179 0.0014 -0.2874 0.257
```
Forces are in eV/Å.

Multiplicity = 1
Orbital gap = 10.18 eV
HOMO = -9.5307 eV
SMILES = COC[C@H](C)N.OCCO.OCCO.CO

Record 2
Computed, not measured: a molecular structure, C9H28FNbO7PS2 at a distorted geometry, with ωB97M-V with the def2-TZVPD basis set.

The geometry in XYZ format:
```
49
Properties=species:S:1:pos:R:3:forces:R:3:mulliken_charge:R:1
C 2.183 0.426 2.599 0.5929 0.4839 0.9114 -0.801
C 1.826 1.605 1.516 1.2968 -0.0900 -0.7429 -0.097
C 0.813 1.156 0.307 1.2714 0.3594 0.3383 -0.134
F 0.608 2.389 -0.540 0.7557 -1.7997 0.8474 -0.377
Nb -1.260 0.485 0.974 -0.6384 1.8600 -0.6679 -0.602
P -0.402 -1.922 0.999 -2.1916 -3.1127 -0.6950 0.082
O -1.594 -2.997 0.864 3.1061 2.4444 0.4862 -0.583
H 3.107 -0.252 2.266 -2.2771 1.3423 0.5000 0.255
H 1.256 -0.218 2.944 1.9201 1.3140 -0.9243 0.140
H 2.561 0.981 3.586 -0.8070 -1.2077 -2.0820 0.275
H 2.857 1.897 0.990 -2.0325 -0.4715 1.1628 0.092
H 1.479 2.574 2.086 0.2605 -2.0934 -1.2976 0.244
H 1.259 0.272 -0.359 -0.3571 2.2361 1.1024 0.213
H -1.774 0.279 -0.780 -0.4250 -0.1769 -0.0115 0.046
H -2.943 -0.013 1.430 -0.2470 -0.2029 0.1027 0.075
H -0.921 0.746 2.736 -0.3653 -0.0552 0.6868 0.031
H -1.875 2.202 0.880 0.3292 0.0564 0.0510 0.036
H 0.359 -2.092 2.223 0.1523 -0.3756 -0.8816 0.021
H 0.502 -2.040 -0.153 -0.0376 -0.2257 1.1297 0.049
O -5.894 -5.926 0.052 0.4876 -0.1229 -0.8208 -0.667
S -4.554 -5.584 -0.375 0.7533 0.7773 0.6937 1.199
O -4.298 -4.866 -1.605 -0.6808 -0.8707 0.6756 -0.594
O -3.630 -6.926 -0.352 -0.3144 0.6233 0.3210 -0.265
C -4.078 -8.074 -1.056 -0.1752 -0.5853 -0.5672 -0.341
C -3.812 -7.949 -2.544 -0.1037 0.2295 -0.3125 -0.993
C -3.738 -4.732 0.953 -0.0914 -0.5255 -0.1504 -0.901
H -5.138 -8.265 -0.859 0.0617 0.1669 0.0542 0.327
H -3.518 -8.929 -0.664 0.0107 0.2988 0.1888 0.261
H -4.434 -7.167 -2.990 0.0886 -0.1040 0.0785 0.295
H -4.031 -8.890 -3.057 0.0306 0.0170 0.0946 0.383
H -2.768 -7.677 -2.731 -0.1238 -0.1010 0.0849 0.261
H -3.867 -5.306 1.872 -0.0875 -0.0209 -0.1775 0.352
H -4.199 -3.748 1.057 0.1148 -0.1345 -0.2145 0.339
H -2.680 -4.624 0.706 -0.2372 0.1447 -0.0041 0.387
O 3.900 8.130 -1.702 0.4598 -0.8292 0.4903 -0.636
S 4.190 7.161 -0.666 -0.5852 -0.6322 0.1857 1.180
O 5.409 6.381 -0.663 -0.8249 0.8171 -0.3121 -0.603
O 2.921 6.150 -0.515 1.0390 1.3357 0.6412 -0.252
C 2.439 5.483 -1.672 -0.4107 -0.8695 -1.0421 -0.352
C 3.310 4.294 -2.028 0.4051 -0.0490 -0.0664 -0.909
C 4.027 7.957 0.913 -0.1405 -0.0666 0.0826 -0.913
H 2.351 6.177 -2.514 0.1094 0.0866 0.1818 0.325
H 1.429 5.129 -1.439 0.2117 0.2069 0.2629 0.281
H 4.299 4.619 -2.365 -0.1146 -0.0090 0.0069 0.386
H 2.855 3.709 -2.832 -0.0567 0.0754 0.1586 0.382
H 3.461 3.648 -1.158 -0.1971 0.0699 -0.1368 0.124
H 3.076 8.490 0.943 0.1293 -0.1266 -0.0626 0.306
H 4.855 8.660 1.024 -0.0523 -0.1487 -0.1713 0.361
H 4.074 7.199 1.697 -0.0120 0.0617 -0.1787 0.311
```
Forces are in eV/Å.

Relative energy (zero: lowest compared OMol25 entry of this formula, charge and spin) = 40.96 kcal per mole
Multiplicity = 1
Orbital gap = 6.53 eV
HOMO = -5.2130 eV
Total charge = -1

Record 3
Computed, not measured: 5 unconnected molecules or ions with the total composition C9H28N6O5 at a distorted geometry, with ωB97M-V with the def2-TZVPD basis set.

The geometry in XYZ format:
```
48
Properties=species:S:1:pos:R:3:forces:R:3:mulliken_charge:R:1
C -3.281 2.194 2.970 0.5702 -0.8724 0.8382 -1.448
C -3.769 1.130 1.962 -0.6708 -0.1630 1.9997 0.600
C -5.233 0.712 2.092 -0.3757 1.0451 -0.6912 -1.245
O -3.542 1.652 0.691 0.2559 0.0647 -1.2994 -0.600
H -3.314 1.971 4.039 -0.4330 -0.7864 -0.0648 0.390
H -3.823 3.140 2.950 0.0900 0.0776 -0.7503 0.373
H -2.204 2.292 2.827 -0.0816 0.6122 -0.3963 0.349
H -3.237 0.178 1.999 0.7265 0.3815 0.3019 0.238
H -5.673 0.592 3.081 0.5342 -0.4044 0.1337 0.369
H -5.389 -0.142 1.434 -0.2624 -0.1281 0.2668 0.316
H -5.805 1.541 1.664 -0.2653 -0.0052 -0.0990 0.285
H -4.068 2.456 0.627 0.0268 0.0869 -0.2604 0.351
C 2.438 2.271 -0.520 0.0017 -0.5260 -0.5686 -1.884
C 3.140 1.696 -1.775 2.1470 0.9545 0.6163 0.736
C 4.092 2.764 -2.423 -1.9003 0.6069 0.2145 -1.192
O 4.030 0.655 -1.357 -0.6363 -0.7990 -0.0671 -0.606
H 2.122 1.469 0.149 -0.1431 -0.1469 -0.1411 0.560
H 1.585 2.897 -0.786 0.0474 0.1769 0.0548 0.357
H 3.148 2.852 0.070 0.0405 0.1719 -0.1747 0.468
H 2.519 1.259 -2.556 -0.4000 -0.0004 0.3782 0.399
H 3.839 3.758 -2.048 0.1460 0.0462 0.2766 0.350
H 3.874 2.877 -3.485 0.7182 -0.4475 -0.1748 0.307
H 5.118 2.539 -2.143 0.0563 0.0784 -0.5358 0.288
H 4.775 1.059 -0.907 0.0064 -0.0522 0.0989 0.302
C -0.702 -0.549 -0.830 0.2760 1.1126 0.9697 0.707
O 0.205 -1.369 -0.817 -0.5743 -0.7227 -0.1297 -0.733
N -0.471 0.767 -1.091 -0.1998 0.5960 -0.2453 -0.413
N -2.005 -0.759 -0.509 -0.2073 -1.2788 -0.0944 -0.385
H -1.247 1.366 -0.853 0.2931 0.3384 -0.1036 0.162
H 0.453 1.130 -0.921 -0.1090 -0.2006 -0.0859 0.153
H -2.272 -1.696 -0.251 0.0322 0.1483 -0.0124 0.236
H -2.611 0.002 -0.250 -0.0427 0.0437 -0.0957 0.096
C 0.971 -2.782 2.746 1.9824 1.5644 -0.2505 0.682
O 1.943 -2.034 2.563 -1.2082 -0.7929 -0.1153 -0.661
N 0.614 -3.196 3.955 -0.5822 -0.7474 2.6686 -0.407
N 0.160 -3.262 1.793 0.0075 0.3975 -1.2179 -0.364
H -0.257 -3.679 4.098 0.1413 0.0978 0.0818 0.150
H 1.078 -2.843 4.776 0.0665 0.0258 -0.2812 0.239
H 0.459 -2.976 0.871 -0.5451 -0.4333 -0.3409 0.174
H -0.465 -4.015 2.019 0.1138 0.0143 -0.6007 0.188
C 1.904 -2.274 -3.670 0.2124 -0.4292 -1.6367 0.431
O 2.469 -2.279 -4.752 0.0458 -0.4360 -0.3401 -0.670
N 0.720 -2.915 -3.418 -1.3300 -1.1173 -0.4431 -0.321
N 2.404 -1.741 -2.578 0.5998 2.0151 2.4550 -0.282
H -0.024 -2.487 -2.894 0.3497 -0.0333 0.2729 0.191
H 0.447 -3.647 -4.052 0.0021 0.4527 -0.2630 0.188
H 1.709 -1.481 -1.882 0.3911 -0.4064 0.2698 0.425
H 3.177 -1.092 -2.606 0.0864 -0.1801 -0.4177 0.152
```
Forces are in eV/Å.

Relative energy (zero: lowest compared OMol25 entry of this formula, charge and spin) = 23.90 kcal per mole
Multiplicity = 1
Orbital gap = 8.76 eV
HOMO = -8.5170 eV
SMILES = NC(N)=O.NC(N)=O.NC(N)=O.CC(C)O.CC(C)O

Record 4
Computed, not measured: 5 unconnected molecules or ions with the total composition C9H28O5 at a distorted geometry, with ωB97M-V with the def2-TZVPD basis set.

The geometry in XYZ format:
```
42
Properties=species:S:1:pos:R:3:forces:R:3:mulliken_charge:R:1
O 4.273 7.616 -9.006 0.1365 -0.0465 0.2044 -0.642
H 3.322 7.699 -8.940 -0.2295 0.0156 0.0488 0.316
H 4.458 7.716 -9.940 0.1015 0.0297 -0.2890 0.324
O 4.794 7.845 -13.835 0.0369 0.0038 0.2547 -0.628
H 4.563 8.548 -14.443 -0.0686 0.2583 -0.1166 0.311
H 4.764 7.049 -14.367 0.0374 -0.2616 -0.1145 0.319
C 1.156 13.780 -16.405 0.2213 -0.7562 -1.3559 -1.174
C 2.561 13.228 -16.439 1.7593 1.4552 -0.4646 0.379
C 3.479 14.114 -15.592 -0.3899 -0.6398 -0.5462 -1.291
O 2.686 11.866 -16.120 -0.5065 -0.3300 0.4746 -0.526
H 0.664 13.223 -17.202 -0.8033 -0.2619 0.3118 0.350
H 1.188 14.775 -16.848 -0.1504 0.3249 0.6964 0.336
H 0.660 13.666 -15.441 0.0028 0.2755 -0.1451 0.330
H 2.942 13.272 -17.459 -0.1699 0.5395 -0.4531 0.254
H 2.986 14.061 -14.621 0.7665 0.5898 0.4282 0.345
H 3.503 15.103 -16.049 -0.5419 0.2201 0.3972 0.348
H 4.533 13.840 -15.623 -0.1658 -0.5976 0.4607 0.336
H 2.176 11.489 -16.840 -0.0145 -0.8414 0.1962 0.313
C 8.803 5.899 -17.872 0.2241 -0.5273 -0.2472 -1.491
C 8.138 4.707 -17.142 1.1621 3.0759 -0.7853 0.674
C 8.641 4.719 -15.728 0.6078 -0.6564 1.4557 -1.254
O 6.786 4.951 -17.094 -2.5876 -0.8522 0.6117 -0.543
H 8.675 6.845 -17.346 0.4812 -0.1965 0.5512 0.368
H 8.410 6.151 -18.856 -0.2599 -0.6518 -0.2864 0.411
H 9.828 5.554 -18.013 0.3326 0.8211 0.0237 0.377
H 8.458 3.823 -17.693 -0.4743 -0.4691 0.1358 0.167
H 8.445 3.775 -15.220 0.2837 -0.2663 -0.1243 0.321
H 8.219 5.435 -15.024 -0.6881 0.4435 -0.6998 0.317
H 9.697 4.976 -15.648 0.2492 -0.5439 -0.3214 0.338
H 6.404 5.522 -17.765 0.6477 -0.1597 -0.3014 0.314
C 6.682 0.972 -9.609 1.7029 0.9559 -0.1708 -1.154
C 5.240 1.461 -9.405 2.2806 1.9496 -2.0272 0.406
C 4.552 2.028 -10.729 0.8921 0.0547 1.1644 -1.306
O 4.614 0.379 -8.941 -3.1438 -2.4934 1.2210 -0.554
H 7.046 0.944 -10.636 -0.2340 -0.1345 -0.1802 0.284
H 6.893 0.018 -9.125 -0.6126 -0.2403 -0.2402 0.331
H 7.409 1.591 -9.083 0.0119 0.5301 -0.0990 0.315
H 5.301 2.190 -8.597 -0.5599 0.2522 -0.1466 0.317
H 4.803 3.063 -10.962 0.0480 0.1686 0.4408 0.352
H 3.470 1.961 -10.611 0.0419 -0.1057 -0.1497 0.338
H 4.922 1.507 -11.612 -0.2755 -0.5293 0.0841 0.357
H 4.487 -0.202 -9.694 -0.1518 -0.4023 0.1031 0.314
```
Forces are in eV/Å.

Relative energy (zero: lowest compared OMol25 entry of this formula, charge and spin) = 47.06 kcal per mole
Multiplicity = 1
Orbital gap = 10.18 eV
HOMO = -9.7718 eV
SMILES = CC(C)O.CC(C)O.CC(C)O.O.O

Record 5
Computed, not measured: 5 unconnected molecules or ions with the total composition C9H28O5 at a distorted geometry, with ωB97M-V with the def2-TZVPD basis set.

The geometry in XYZ format:
```
42
Properties=species:S:1:pos:R:3:forces:R:3:mulliken_charge:R:1
O 30.775 1.916 4.908 0.2089 0.3205 0.1593 -0.671
H 30.286 2.590 4.436 -0.1958 0.0459 -0.0107 0.266
H 30.370 1.092 4.636 -0.3557 -0.5261 -0.2735 0.390
O 33.509 1.107 5.221 0.4492 -0.1708 0.1746 -0.628
H 32.604 1.401 5.321 -0.3991 0.1958 -0.0184 0.355
H 33.775 1.438 4.363 0.0803 -0.0169 -0.1655 0.285
C 30.706 7.774 2.380 -0.5057 1.9130 -0.5507 -1.034
C 31.434 6.484 2.061 -0.2098 -4.5702 -0.0450 0.365
C 30.778 5.171 2.570 0.2205 0.4274 0.5603 -1.321
O 31.379 6.423 0.688 -0.1574 -0.1959 0.2229 -0.162
H 30.965 8.030 3.407 -0.4276 -0.1973 0.1151 0.341
H 29.670 7.652 2.064 -0.0501 -0.0087 0.6674 0.366
H 31.114 8.557 1.740 0.0260 0.3402 0.1785 0.417
H 32.457 6.573 2.427 0.4963 0.4617 -0.0843 0.346
H 29.730 5.113 2.274 -0.0610 0.1966 0.2339 0.386
H 30.914 5.081 3.647 -0.4538 0.5314 0.1834 0.420
H 31.230 4.230 2.257 0.4849 0.4002 -0.7766 0.429
H 31.977 7.069 0.304 0.6703 0.6986 -0.6982 0.436
C 26.887 -0.111 6.567 -0.9382 -0.6620 0.1709 -1.113
C 28.221 -0.645 6.969 0.5232 1.1678 1.2231 0.744
C 28.185 -1.318 8.394 0.8203 -0.4735 -0.6557 -1.351
O 28.597 -1.537 5.925 -0.0525 -0.2969 -0.0464 -0.601
H 26.476 0.628 7.256 0.0927 -0.2217 0.2265 0.401
H 26.304 -1.031 6.595 -0.9154 0.3390 -0.3259 0.313
H 26.865 0.345 5.577 0.2142 -0.2567 -0.0943 0.069
H 28.854 0.243 6.983 0.7798 -0.2238 0.0771 0.137
H 28.033 -2.385 8.227 -0.5791 -0.0221 0.0625 0.333
H 27.510 -0.929 9.156 -0.5422 0.1650 -0.6237 0.341
H 29.127 -1.320 8.943 0.4904 0.3514 -0.4712 0.361
H 29.548 -1.622 5.821 0.1468 0.0474 0.3976 0.321
C 26.918 -1.060 2.021 -1.1655 -0.4834 0.0374 -1.571
C 28.057 -0.073 2.203 -1.6789 0.1337 -0.2210 0.653
C 27.598 1.392 2.393 0.0973 0.1050 0.1555 -1.011
O 28.834 -0.416 3.310 1.3864 0.1522 0.1081 -0.475
H 26.228 -1.107 2.863 0.0999 0.3087 0.3955 0.370
H 27.202 -2.101 1.866 0.6777 0.0786 0.0551 0.401
H 26.261 -0.865 1.174 0.2251 0.4739 -0.2000 0.404
H 28.608 -0.140 1.264 0.6365 0.1215 0.1797 0.247
H 27.355 1.653 3.423 -0.0614 -0.5865 0.2707 0.235
H 26.717 1.700 1.831 0.2244 -0.1541 -0.4513 0.376
H 28.449 2.037 2.174 -0.0029 0.1956 -0.3674 0.130
H 28.409 -1.056 3.886 -0.2988 -0.1049 0.2247 0.299
```
Forces are in eV/Å.

Relative energy (zero: lowest compared OMol25 entry of this formula, charge and spin) = 23.26 kcal per mole
Multiplicity = 2
Orbital gap (alpha / beta) = 8.33 / 1.99 eV
HOMO (alpha / beta) = -12.2056 / -12.2055 eV
Total charge = +1
Expectation value of S² = 0.75

The highest multiplicity belongs to which entry? number 5

What is the formula in the third record? C9H28N6O5